33
Properties=species:S:1:pos:R:3 method="wB97M-V/def2-TZVPD" e_tot_ha=-2204.1326 homo_energy_ev=-9.66 total_charge=+1
Yb -0.070 0.666 -0.167
N -1.409 2.706 0.395
C -2.018 2.428 1.728
C -0.997 1.892 2.718
N -0.326 0.629 2.331
C -0.987 -0.629 2.741
C -1.978 -1.195 1.740
N -1.338 -1.435 0.422
H -0.812 3.526 0.462
H -2.136 2.975 -0.258
H -2.834 1.720 1.587
H -2.470 3.318 2.167
H -1.483 1.791 3.694
H -0.213 2.640 2.847
H 0.602 0.632 2.731
H -1.493 -0.506 3.704
H -0.195 -1.362 2.901
H -2.815 -0.512 1.590
H -2.407 -2.099 2.174
H -2.035 -1.733 -0.249
H -0.686 -2.210 0.493
O 0.293 0.355 -2.245
N 1.350 -0.391 -2.623
C 1.254 -1.027 -3.816
C 2.278 -1.793 -4.281
C 3.418 -1.917 -3.483
C 3.472 -1.289 -2.269
C 2.418 -0.490 -1.784
S 2.511 0.306 -0.222
H 0.323 -0.832 -4.324
H 2.182 -2.272 -5.244
H 4.258 -2.509 -3.824
H 4.341 -1.383 -1.634


31
Properties=species:S:1:pos:R:3 method="wB97M-V/def2-TZVPD" relative_energy_ev=0.000 smiles="CCN1N=C(C)[C@H]2C(=[NH2+])[NH+]=CN[C@]21C" e_tot_ha=-626.2923 homo_energy_ev=-15.42 total_charge=+2
C -3.579 -0.301 0.030
C -2.527 0.370 -0.846
N -1.181 -0.027 -0.477
N -0.734 -1.225 -0.777
C 0.396 -1.529 -0.327
C 1.108 -2.805 -0.449
C 0.930 -0.293 0.559
C 2.271 0.126 0.178
N 3.339 -0.508 0.606
N 2.410 1.142 -0.719
C 1.386 1.939 -1.080
N 0.217 1.832 -0.527
C -0.222 0.727 0.340
C -0.803 1.288 1.625
H -3.499 0.010 1.067
H -4.565 -0.028 -0.333
H -3.484 -1.382 -0.027
H -2.676 0.072 -1.887
H -2.606 1.456 -0.777
H 1.244 -3.275 0.525
H 2.084 -2.689 -0.918
H 0.509 -3.477 -1.061
H 0.913 -0.681 1.582
H 3.268 -1.277 1.262
H 4.278 -0.256 0.320
H 3.328 1.338 -1.114
H 1.574 2.696 -1.833
H -0.518 2.482 -0.796
H -1.630 1.964 1.421
H -0.047 1.833 2.186
H -1.182 0.480 2.247


29
Properties=species:S:1:pos:R:3 method="wB97M-V/def2-TZVPD" relative_energy_ev=3.290 e_tot_ha=-558.2554 homo_energy_ev=-8.76
C 4.876 -0.971 1.210
O 3.795 -1.152 2.133
C 2.613 -1.389 1.513
C 1.410 -1.656 2.077
C 1.075 -1.579 3.479
O 1.864 -1.402 4.391
H 4.795 -0.029 0.641
H 5.798 -0.957 1.805
H 4.919 -1.811 0.498
H 2.660 -1.443 0.427
H 0.627 -1.974 1.380
H -0.030 -1.654 3.677
C -4.249 0.358 -2.708
C -3.538 0.133 -1.603
C -2.032 0.123 -1.571
N -1.467 1.024 -0.583
C -0.027 0.897 -0.531
C -1.850 2.398 -0.874
H -5.336 0.441 -2.706
H -3.744 0.416 -3.677
H -4.048 -0.049 -0.654
H -1.641 0.360 -2.573
H -1.667 -0.898 -1.381
H 0.438 1.062 -1.525
H 0.382 1.608 0.205
H 0.205 -0.131 -0.169
H -1.381 2.737 -1.823
H -1.502 3.041 -0.064
H -2.946 2.496 -0.997


29
Properties=species:S:1:pos:R:3 method="wB97M-V/def2-TZVPD" relative_energy_ev=2.384 spin_multiplicity=3 e_tot_ha=-558.0580 homo_energy_ev="-4.71 / -10.78"
C -0.370 -0.078 -2.006
C -2.287 -0.577 -0.447
C -1.743 1.710 -1.337
C 1.988 -0.528 -0.598
C 1.848 -0.049 1.868
C 0.470 -1.864 0.777
C -1.077 0.431 -0.839
C 1.066 -0.445 0.604
C -0.044 0.652 0.421
N 0.070 -0.621 -2.916
O 0.687 1.821 0.164
O -0.773 0.820 1.526
H -2.946 0.049 0.306
H -1.860 -1.492 0.019
H -2.807 -0.770 -1.348
H -2.523 1.665 -2.214
H -2.300 2.173 -0.524
H -0.958 2.562 -1.667
H 2.199 0.487 -1.100
H 2.861 -1.036 -0.272
H 1.556 -1.190 -1.326
H 2.090 0.976 1.707
H 2.828 -0.643 1.957
H 1.424 -0.272 2.767
H -0.465 -1.769 1.489
H 1.076 -2.585 1.244
H 0.214 -2.269 -0.196
H 0.139 2.503 -0.295
H -0.362 0.342 2.235


31
Properties=species:S:1:pos:R:3 method="wB97M-V/def2-TZVPD" relative_energy_ev=1.977 smiles="CC1(C)C=C[C@H](S(=O)(=O)O)C(C)(C)N1" e_tot_ha=-1031.6780 homo_energy_ev=-9.43
C 2.118 0.477 0.589
C 1.104 -0.311 -0.379
C 2.051 -0.948 -1.492
C 0.784 -1.479 0.524
C -0.427 -1.928 0.850
C -1.617 -1.213 0.465
S -2.194 -2.021 -1.081
O -1.968 -3.417 -0.809
O -3.497 -1.568 -1.428
O -1.235 -1.612 -2.250
C -1.245 0.248 0.215
C -1.026 1.158 1.507
C -2.350 0.967 -0.561
N -0.129 0.231 -0.745
H 2.555 1.242 0.149
H 2.935 -0.094 0.892
H 1.563 0.711 1.377
H 2.339 -0.203 -2.135
H 1.419 -1.595 -1.995
H 2.860 -1.566 -1.194
H 1.749 -1.962 0.973
H -0.694 -2.757 1.402
H -2.482 -1.157 1.067
H -0.406 -0.999 -1.929
H -0.660 2.129 1.285
H -0.239 0.666 2.050
H -2.028 1.095 2.143
H -2.484 1.995 -0.298
H -3.328 0.593 -0.552
H -2.164 1.141 -1.647
H 0.022 1.033 -1.345


30
Properties=species:S:1:pos:R:3 method="wB97M-V/def2-TZVPD" relative_energy_ev=0.535 smiles="CC(C)=C[C@H](C(C)(C)C)P(=O)([O-])[O-]" e_tot_ha=-920.1747 homo_energy_ev=0.35 total_charge=-2
C -1.968 2.722 1.486
C -1.320 1.897 0.381
C -1.311 2.492 -1.062
C -0.757 0.663 0.543
C 0.225 -0.047 -0.460
C 0.413 -1.538 -0.203
C 1.300 -2.142 -1.347
C 1.063 -1.870 1.079
C -0.812 -2.427 -0.167
P 1.963 1.076 -0.048
O 2.159 1.221 1.482
O 2.995 0.172 -0.786
O 1.756 2.396 -0.737
H -1.961 2.117 2.326
H -2.942 3.152 1.254
H -1.164 3.477 1.737
H -0.335 2.821 -1.444
H -1.520 1.470 -1.586
H -2.118 3.107 -1.384
H -0.810 0.034 1.523
H 0.002 0.289 -1.510
H 0.925 -2.078 -2.388
H 1.406 -3.257 -1.202
H 2.231 -1.735 -1.369
H 1.612 -2.858 0.953
H 1.950 -1.254 1.354
H 0.409 -1.824 1.887
H -0.677 -3.296 -0.800
H -1.813 -2.009 -0.404
H -0.901 -2.772 0.891